No. 1
7 unconnected molecules or ions with the total composition C25H68N2O26P6 in a non-equilibrium geometry, computed with the ωB97M-V functional and the def2-TZVPD basis.

```
! wB97M-V def2-TZVPD RIJCOSX def2/J DEFGRID3
* xyz 0 1
N -4.433 0.083 -2.984
C -4.773 1.201 -1.987
C -3.505 2.270 -1.845
O -4.059 3.414 -1.048
C -2.229 1.670 -1.008
C -0.817 1.611 -1.838
C -0.396 3.094 -2.396
N -0.519 2.989 -3.915
C -1.120 1.654 -4.370
O -1.860 1.348 -5.439
C -0.667 0.648 -3.157
H -4.256 0.576 -3.909
H -3.485 -0.275 -2.696
H -5.071 0.787 -0.920
H -5.658 1.831 -2.465
H -3.250 2.700 -2.903
H -3.658 4.216 -1.500
H -2.548 0.626 -0.584
H -2.055 2.398 -0.086
H -0.098 1.096 -1.070
H 0.705 3.206 -1.972
H -1.141 3.907 -1.970
H 0.401 3.236 -4.368
H -1.086 -0.444 -3.116
H 0.508 0.451 -3.193
C 2.335 -2.881 -0.159
O 3.281 -2.200 -0.961
P 4.325 -1.171 -0.043
O 3.300 -0.039 -0.196
O 5.389 -1.101 -1.307
C 5.537 -2.196 -2.191
O 5.369 -0.141 0.875
C 5.631 1.168 0.390
H 1.698 -3.494 -0.801
H 2.853 -3.530 0.549
H 1.708 -2.165 0.387
H 4.784 -2.120 -2.984
H 5.449 -3.151 -1.669
H 6.527 -2.144 -2.653
H 4.777 1.822 0.583
H 5.870 1.166 -0.677
H 6.494 1.564 0.932
C -3.867 -1.112 -6.449
O -4.742 -1.284 -7.547
P -6.180 -0.330 -7.418
O -6.840 -1.478 -6.644
O -6.476 -0.535 -9.031
C -5.411 -0.675 -9.952
O -7.617 0.624 -7.289
C -8.865 0.018 -7.592
H -2.995 -1.757 -6.584
H -3.537 -0.074 -6.400
H -4.370 -1.385 -5.512
H -5.117 -1.730 -10.001
H -4.557 -0.051 -9.681
H -5.760 -0.371 -10.944
H -9.186 -0.621 -6.766
H -8.822 -0.559 -8.519
H -9.606 0.811 -7.717
C -4.588 1.075 1.897
O -4.750 -0.289 2.234
P -5.303 -0.520 3.857
O -3.842 -0.522 4.327
O -5.749 -2.071 3.498
C -6.192 -2.416 2.200
O -5.855 -0.751 5.480
C -5.231 -1.749 6.275
H -4.218 1.148 0.871
H -5.549 1.587 1.964
H -3.866 1.554 2.570
H -5.322 -2.656 1.577
H -6.778 -1.614 1.746
H -6.820 -3.309 2.267
H -4.260 -1.397 6.631
H -5.115 -2.688 5.730
H -5.866 -1.935 7.146
C -1.188 -8.053 0.902
O 0.150 -8.095 1.358
P 0.366 -7.310 2.884
O 0.606 -5.990 2.141
O 1.816 -8.078 3.089
C 2.035 -9.369 2.554
O 0.583 -6.525 4.411
C 1.695 -5.659 4.578
H -1.249 -8.545 -0.072
H -1.834 -8.579 1.606
H -1.524 -7.013 0.797
H 2.375 -9.273 1.515
H 1.136 -9.986 2.607
H 2.826 -9.859 3.128
H 1.508 -4.702 4.085
H 2.618 -6.104 4.197
H 1.822 -5.472 5.648
C 7.975 -0.050 5.848
O 6.586 0.010 5.588
P 5.860 1.482 6.134
O 5.630 0.830 7.504
O 4.539 1.200 5.181
C 4.665 0.506 3.955
O 5.135 2.954 6.681
C 3.901 2.886 7.380
H 8.363 -1.010 5.499
H 8.484 0.754 5.314
H 8.168 0.042 6.925
H 4.600 -0.572 4.145
H 5.600 0.749 3.446
H 3.833 0.788 3.303
H 4.066 2.557 8.409
H 3.189 2.222 6.883
H 3.470 3.890 7.407
C 3.947 6.782 -2.741
O 3.505 7.184 -1.459
P 4.140 6.198 -0.187
O 2.947 5.250 -0.361
O 3.745 7.355 0.925
C 3.757 8.727 0.580
O 4.776 5.212 1.084
C 3.897 4.775 2.110
H 3.493 7.429 -3.495
H 5.032 6.874 -2.801
H 3.653 5.743 -2.940
H 2.788 8.995 0.143
H 4.568 8.962 -0.113
H 3.897 9.318 1.490
H 3.275 3.952 1.751
H 3.268 5.588 2.480
H 4.503 4.407 2.942
*
```

Properties
- E_LUMO: -3.13 eV
- Energy: -5106.42430 Ha
- HOMO-LUMO gap: 6.0 eV
- Maximum force: 10.06 eV/Å


No. 2
A molecular structure, C25H68N4O5Si2 in a non-equilibrium geometry, computed with the ωB97M-V functional and the def2-TZVPD basis.

```
! wB97M-V def2-TZVPD RIJCOSX def2/J DEFGRID3
* xyz 0 1
C -2.351 -0.141 2.499
C -2.850 -0.398 1.080
C -1.929 -1.385 0.382
C -3.058 0.860 0.234
C -1.906 1.883 0.310
Si -2.229 3.344 1.443
C -0.654 4.384 1.515
C -0.204 4.937 2.890
C -0.395 3.996 4.065
C -0.792 6.314 3.200
O -3.567 4.189 0.872
Si -4.688 4.674 2.008
H -2.051 -1.078 2.951
H -1.473 0.495 2.506
H -3.134 0.317 3.086
H -3.823 -0.873 1.191
H -2.214 -1.579 -0.647
H -0.889 -1.073 0.443
H -1.997 -2.336 0.901
H -3.182 0.551 -0.797
H -3.986 1.348 0.527
H -1.740 2.306 -0.681
H -0.976 1.391 0.579
H -2.603 2.793 2.761
H 0.132 3.740 1.136
H -0.775 5.214 0.824
H 0.870 5.087 2.812
H -1.428 3.900 4.372
H 0.049 3.026 3.870
H 0.145 4.411 4.914
H -0.058 6.877 3.765
H -0.955 6.866 2.283
H -1.705 6.249 3.781
H -4.086 5.761 2.815
H -5.089 3.586 2.918
H -5.882 5.209 1.330
C 2.940 -4.524 -2.349
C 1.416 -4.506 -2.354
C 0.808 -3.220 -1.782
O 0.850 -3.100 -0.374
C 2.087 -2.668 0.159
N 0.917 -5.709 -1.680
H 3.350 -4.756 -1.366
H 3.305 -5.289 -3.034
H 3.345 -3.565 -2.676
H 1.098 -4.556 -3.400
H -0.256 -3.207 -2.037
H 1.262 -2.334 -2.248
H 2.585 -1.957 -0.507
H 2.753 -3.510 0.361
H 1.879 -2.172 1.108
H -0.091 -5.765 -1.792
H 1.055 -5.586 -0.680
C -2.638 1.056 6.388
C -3.377 -0.234 6.731
C -3.091 -0.769 8.142
O -1.831 -1.391 8.301
C -0.739 -0.513 8.500
N -3.099 -1.227 5.689
H -1.595 0.874 6.130
H -3.099 1.532 5.522
H -2.667 1.765 7.218
H -4.448 -0.012 6.697
H -3.825 -1.548 8.361
H -3.222 0.019 8.896
H -1.031 0.361 9.090
H -0.308 -0.187 7.551
H 0.027 -1.062 9.047
H -3.685 -2.044 5.834
H -2.151 -1.568 5.832
C 3.881 -2.841 -8.667
C 3.327 -4.115 -8.037
C 2.271 -3.870 -6.950
O 2.782 -3.424 -5.709
C 3.074 -2.041 -5.634
N 4.443 -4.934 -7.555
H 4.619 -2.358 -8.027
H 4.380 -3.075 -9.607
H 3.086 -2.123 -8.877
H 2.825 -4.677 -8.831
H 1.787 -4.826 -6.732
H 1.488 -3.186 -7.305
H 2.363 -1.448 -6.217
H 4.092 -1.827 -5.968
H 2.997 -1.744 -4.587
H 4.092 -5.838 -7.251
H 4.801 -4.503 -6.707
C 1.216 3.176 -1.604
C 2.199 2.898 -2.735
C 1.637 1.977 -3.828
O 1.560 0.608 -3.475
C 0.434 0.241 -2.697
N 3.450 2.389 -2.165
H 1.153 2.332 -0.917
H 1.534 4.039 -1.019
H 0.213 3.381 -1.984
H 2.423 3.854 -3.218
H 2.316 2.015 -4.683
H 0.658 2.332 -4.177
H -0.453 0.817 -2.976
H 0.625 0.362 -1.628
H 0.235 -0.815 -2.884
H 4.150 2.317 -2.898
H 3.289 1.428 -1.873
*
```

Properties
- E_LUMO: 0.62 eV
- Energy: -2167.51637 Ha
- HOMO-LUMO gap: 9.7 eV
- Maximum force: 1.02 eV/Å


No. 3
A molecular structure, C25H68NO29S10 in a non-equilibrium geometry, computed with the ωB97M-V functional and the def2-TZVPD basis.

```
! wB97M-V def2-TZVPD RIJCOSX def2/J DEFGRID3
* xyz -1 1
C 6.526 2.435 -1.392
S 6.541 1.351 -0.005
O 6.436 0.025 -0.504
O 5.411 1.735 0.778
N 7.824 1.682 0.901
S 9.204 1.520 0.167
O 9.196 0.849 -1.083
O 10.180 1.123 1.095
O 9.628 3.030 -0.181
H 5.487 2.453 -1.684
H 7.142 2.056 -2.195
H 6.799 3.434 -1.086
H 9.495 3.166 -1.146
O 4.790 -5.104 -2.975
S 3.789 -4.082 -2.957
O 4.105 -2.753 -3.366
O 3.109 -4.057 -1.529
C 3.952 -3.938 -0.351
C 4.475 -2.537 -0.117
C 2.372 -4.628 -3.847
H 4.766 -4.662 -0.414
H 3.307 -4.242 0.471
H 5.183 -2.227 -0.882
H 4.984 -2.480 0.844
H 3.655 -1.819 -0.123
H 2.113 -5.629 -3.516
H 2.641 -4.632 -4.901
H 1.553 -3.938 -3.671
O 3.279 2.648 -2.432
S 1.982 2.252 -2.869
O 1.393 2.861 -4.023
O 0.978 2.376 -1.642
C 0.944 3.637 -0.945
C 0.189 4.708 -1.708
C 1.924 0.503 -3.031
H 1.962 3.952 -0.712
H 0.446 3.424 -0.002
H 0.710 4.986 -2.622
H 0.084 5.600 -1.089
H -0.802 4.351 -1.990
H 2.350 0.057 -2.137
H 2.520 0.246 -3.904
H 0.891 0.200 -3.174
O -0.965 -5.087 -3.860
S -1.840 -5.967 -4.569
O -2.743 -5.447 -5.545
O -2.642 -6.839 -3.516
C -3.352 -6.132 -2.469
C -4.634 -5.490 -2.951
C -0.916 -7.282 -5.282
H -2.687 -5.398 -2.011
H -3.568 -6.886 -1.716
H -4.433 -4.681 -3.651
H -5.186 -5.079 -2.106
H -5.262 -6.218 -3.465
H -0.250 -7.693 -4.529
H -0.346 -6.857 -6.106
H -1.607 -8.034 -5.650
O 9.574 7.749 3.212
S 10.733 7.253 3.886
O 12.036 7.671 3.472
O 10.669 5.681 3.954
C 10.476 4.937 2.714
C 11.729 4.861 1.874
C 10.572 7.538 5.616
H 9.646 5.366 2.156
H 10.175 3.941 3.027
H 12.011 5.839 1.482
H 11.555 4.190 1.036
H 12.569 4.489 2.461
H 9.592 7.199 5.936
H 10.679 8.609 5.774
H 11.362 7.000 6.132
O -6.912 -4.951 0.069
S -7.853 -3.876 0.157
O -7.492 -2.558 -0.256
O -8.438 -3.828 1.626
C -7.501 -3.757 2.725
C -6.895 -2.378 2.894
C -9.344 -4.340 -0.651
H -6.733 -4.521 2.600
H -8.084 -4.028 3.603
H -6.247 -2.125 2.055
H -6.298 -2.340 3.806
H -7.674 -1.621 2.945
H -9.632 -5.330 -0.312
H -9.137 -4.343 -1.718
H -10.110 -3.606 -0.416
O 11.218 6.546 -3.351
S 10.254 5.834 -4.128
O 9.496 4.776 -3.546
O 10.958 5.304 -5.451
C 12.162 4.520 -5.288
C 11.881 3.101 -4.835
C 9.154 6.967 -4.902
H 12.840 5.031 -4.603
H 12.629 4.517 -6.271
H 11.478 3.078 -3.824
H 12.802 2.518 -4.847
H 11.151 2.626 -5.490
H 9.735 7.754 -5.372
H 8.520 7.373 -4.118
H 8.556 6.428 -5.630
O -8.651 0.095 3.913
S -9.560 0.685 4.846
O -10.964 0.441 4.729
O -9.315 2.246 4.923
C -9.329 2.990 3.680
C -10.730 3.212 3.147
C -9.057 0.308 6.486
H -8.697 2.487 2.947
H -8.860 3.941 3.918
H -11.191 2.276 2.836
H -10.696 3.878 2.285
H -11.365 3.654 3.914
H -7.998 0.525 6.586
H -9.248 -0.752 6.641
H -9.649 0.902 7.176
O -11.246 -4.841 3.246
S -11.917 -3.754 3.891
O -12.140 -3.795 5.302
O -13.307 -3.516 3.153
C -14.179 -4.655 2.998
C -14.895 -5.025 4.281
C -11.169 -2.226 3.464
H -13.611 -5.497 2.600
H -14.898 -4.357 2.238
H -14.199 -5.393 5.032
H -15.630 -5.805 4.084
H -15.402 -4.156 4.700
H -11.028 -2.194 2.388
H -10.208 -2.185 3.970
H -11.803 -1.417 3.801
*
```

Properties
- E_LUMO: 1.20 eV
- Energy: -7211.91458 Ha
- HOMO-LUMO gap: 6.9 eV
- Maximum force: 2.46 eV/Å


No. 4
13 unconnected molecules or ions with the total composition C25H68O13 in a non-equilibrium geometry, computed with the ωB97M-V functional and the def2-TZVPD basis.

```
! wB97M-V def2-TZVPD RIJCOSX def2/J DEFGRID3
* xyz -1 2
C 13.204 -34.186 -25.854
C 13.881 -35.143 -24.833
C 14.344 -34.195 -23.773
O 14.587 -32.925 -24.378
C 14.028 -32.889 -25.732
H 12.150 -33.928 -25.753
H 13.335 -34.581 -26.861
H 14.666 -35.716 -25.327
H 13.245 -35.915 -24.398
H 15.313 -34.566 -23.440
H 13.593 -34.167 -22.983
H 14.744 -32.791 -26.547
H 13.394 -32.008 -25.832
C 11.361 -37.651 -20.858
C 12.096 -36.858 -19.844
C 12.794 -35.834 -20.680
O 13.155 -36.569 -21.789
C 12.144 -37.476 -22.158
H 10.340 -37.300 -21.010
H 11.354 -38.667 -20.463
H 12.879 -37.446 -19.364
H 11.466 -36.562 -19.005
H 13.725 -35.496 -20.225
H 12.195 -34.986 -21.011
H 12.434 -38.490 -22.431
H 11.566 -37.042 -22.973
C 9.462 -33.575 -19.045
C 8.654 -34.817 -18.592
C 7.211 -34.400 -18.702
O 7.223 -32.985 -18.501
C 8.405 -32.462 -19.121
H 9.980 -33.728 -19.992
H 10.245 -33.314 -18.332
H 8.961 -35.126 -17.593
H 8.852 -35.684 -19.222
H 6.573 -34.905 -17.977
H 6.865 -34.641 -19.708
H 8.606 -31.539 -18.576
H 8.157 -32.214 -20.153
C 9.601 -28.976 -21.476
C 8.791 -27.697 -21.350
C 7.411 -28.219 -21.385
O 7.419 -29.362 -22.220
C 8.772 -29.772 -22.504
H 9.574 -29.458 -20.498
H 10.606 -29.012 -21.898
H 8.999 -27.031 -22.188
H 9.035 -27.083 -20.483
H 6.703 -27.507 -21.808
H 7.154 -28.454 -20.352
H 9.016 -29.544 -23.541
H 8.899 -30.842 -22.337
O 10.507 -30.393 -25.911
H 11.282 -30.287 -25.360
H 10.329 -31.333 -25.897
O 5.359 -32.498 -20.458
H 4.744 -33.227 -20.379
H 5.796 -32.460 -19.607
O 12.336 -30.348 -23.930
H 12.253 -31.027 -23.260
H 13.253 -30.077 -23.883
O 5.605 -31.322 -23.107
H 5.524 -31.815 -22.291
H 6.043 -30.509 -22.854
O 5.294 -31.415 -26.018
H 4.655 -30.784 -25.685
H 5.788 -31.686 -25.245
O 9.540 -33.174 -26.318
H 10.035 -33.333 -27.122
H 8.634 -33.076 -26.609
C 6.440 -38.595 -25.769
C 6.916 -37.183 -25.540
C 5.814 -36.098 -25.599
O 7.421 -37.169 -24.265
H 7.182 -39.392 -25.716
H 5.977 -38.695 -26.751
H 5.720 -38.952 -25.033
H 7.714 -36.897 -26.226
H 6.165 -35.070 -25.508
H 5.189 -36.154 -24.708
H 5.180 -36.210 -26.479
H 8.010 -36.420 -24.150
C 7.013 -38.331 -20.883
C 5.597 -38.137 -21.389
C 4.689 -37.804 -20.222
O 5.546 -37.066 -22.279
H 7.514 -37.369 -20.770
H 7.536 -38.889 -21.660
H 6.982 -38.931 -19.974
H 5.196 -39.016 -21.892
H 4.563 -38.675 -19.579
H 3.666 -37.534 -20.486
H 5.144 -37.007 -19.634
H 6.240 -37.149 -22.937
C 10.102 -33.320 -22.958
C 9.008 -34.416 -23.191
C 7.590 -33.794 -23.187
O 9.256 -35.013 -24.427
H 10.152 -32.700 -23.853
H 11.036 -33.875 -22.870
H 9.906 -32.745 -22.054
H 9.000 -35.159 -22.394
H 7.364 -33.316 -22.234
H 6.895 -34.623 -23.322
H 7.496 -33.116 -24.035
H 9.419 -34.276 -25.020
*
```

Properties
- E_LUMO (spin up / spin down): 2.16 / 2.12 eV
- Energy: -1971.35074 Ha
- HOMO-LUMO gap (spin up / spin down): 1.7 / 9.4 eV
- ⟨S²⟩: 0.7505
- Maximum force: 2.94 eV/Å